[1]
ORCA calculation (ωB97M-V/def2-TZVPD) on a cluster of 2 separate species, C5H14NO2 in total.

Net charge: 0
E_LUMO (alpha / beta): 0.72 / 0.69 eV
HOMO energy (alpha / beta): -5.190 / -9.004 eV
Multiplicity: 2
Expectation value of S²: 0.753

Bonds (Å) are listed after each position.
Geometry (Å):
1 C -1.3836 -1.3750 1.3663  O2 1.426, C3 1.532, H8 1.092, H9 1.095
2 O -0.5530 -2.2490 0.6052  C1 1.426, H10 0.959
3 C -1.1168 0.1035 1.0676  C1 1.532, C4 1.523, H11 1.096, H12 1.098
4 C 0.2391 0.7662 1.2724  C3 1.523, C5 1.581, H13 1.084, H14 1.096
5 C 1.3836 -0.0034 0.4994  C4 1.581, N7 1.434, H15 1.093, H16 1.091
6 C 1.4879 0.3398 -1.9113  N7 1.362, H17 1.083, H18 1.074
7 N 1.0933 -0.4099 -0.8449  C5 1.434, C6 1.362, H19 1.006
8 H -2.4197 -1.5511 1.0709  C1 1.092
9 H -1.3181 -1.5041 2.4513  C1 1.095
10 H 0.0897 -2.5977 1.2259  O2 0.959
11 H -1.8057 0.7480 1.6250  C3 1.096
12 H -1.4151 0.2661 0.0230  C3 1.098
13 H 0.2788 1.7871 0.9086  C4 1.084
14 H 0.5549 0.5358 2.2968  C4 1.096
15 H 2.2273 0.6906 0.4865  C5 1.093
16 H 1.6872 -0.8727 1.0845  C5 1.091
17 H 1.4195 -0.0354 -2.9251  C6 1.083
18 H 1.5847 1.4087 -1.9472  C6 1.074
19 H 0.5866 -1.2729 -0.9465  N7 1.006
20 H -1.3721 1.1326 -2.5226  O22 0.963
21 H -0.5907 2.4290 -2.7321  O22 0.962
22 O -0.6580 1.6637 -2.1540  H20 0.963, H21 0.962

How positive or negative is each atom? The natural (NBO) charges in e answer that:
1 C -0.0698
2 O -0.7301
3 C -0.4354
4 C -0.4108
5 C -0.1994
6 C -0.2766
7 N -0.6272
8 H 0.1780
9 H 0.1621
10 H 0.4724
11 H 0.2093
12 H 0.2070
13 H 0.2205
14 H 0.1930
15 H 0.1948
16 H 0.1683
17 H 0.1611
18 H 0.1642
19 H 0.4100
20 H 0.4713
21 H 0.4698
22 O -0.9325

---

[2]
ORCA calculation (ωB97M-V/def2-TZVPD) on a cluster of 4 separate species, C5H14NO2 in total.

Net charge: +1
E_LUMO: -9.24 eV
HOMO energy: -12.989 eV
Multiplicity: 1

Bonds (Å) are listed after each position.
Geometry (Å):
1 C -0.6335 -1.6215 -0.7243  C3 1.366, H8 1.102, H9 1.089
2 O 0.7591 0.8295 -1.8665  H10 0.967, H20 1.014
3 C 0.6339 -1.4421 -0.2475  C1 1.366, C4 1.493, H11 1.093
4 C 0.9138 -0.6512 0.9869  C3 1.493, C5 1.485, H12 1.163, H13 1.099
5 C 2.3211 -0.1971 1.1275  C4 1.485, C6 1.344, H14 1.106
6 C 2.7985 0.8742 0.4715  C5 1.344, H15 1.078, H16 1.092
7 N -3.5795 -0.0057 0.4112  H17 1.011, H18 1.009, H19 1.018
8 H -0.7998 -2.2745 -1.5967  C1 1.102
9 H -1.4801 -1.0751 -0.3118  C1 1.089
10 H 0.5321 1.2766 -2.6937  O2 0.967
11 H 1.4939 -1.8598 -0.7782  C3 1.093
12 H 0.2031 0.2641 0.8911  C4 1.163
13 H 0.5799 -1.2326 1.8575  C4 1.099
14 H 2.9754 -0.7875 1.7958  C5 1.106
15 H 2.1827 1.4332 -0.2143  C6 1.078
16 H 3.8358 1.1998 0.5720  C6 1.092
17 H -4.2770 0.1924 -0.2938  N7 1.011
18 H -3.9552 0.1267 1.3381  N7 1.009
19 H -2.7782 0.6014 0.2517  N7 1.018
20 H 0.0253 0.9825 -1.1835  O2 1.014
21 H -0.8671 2.1522 0.2318  O22 0.972
22 O -0.8843 1.2146 -0.0249  H21 0.972

How positive or negative is each atom? The natural (NBO) charges in e answer that:
1 C -0.0564
2 O -0.9176
3 C -0.0313
4 C -0.4634
5 C -0.1795
6 C -0.2009
7 N -1.0974
8 H 0.2410
9 H 0.2608
10 H 0.4964
11 H 0.2594
12 H 0.3826
13 H 0.3026
14 H 0.2503
15 H 0.2309
16 H 0.2311
17 H 0.3737
18 H 0.3759
19 H 0.3752
20 H 0.4901
21 H 0.4846
22 O -0.8082

---

[3]
ORCA calculation (ωB97M-V/def2-TZVPD) on the ion C5H14NO2 with charge +1.

Net charge: +1
SMILES: CC(O)(O)[N+](C)(C)C
E_LUMO: -2.85 eV
HOMO energy: -15.818 eV
Multiplicity: 1

Bonds (Å) are listed after each position.
Geometry (Å):
1 C 0.6033 -1.7896 -0.5465  C2 1.531, H9 1.097, H10 1.063, H11 1.090
2 C 0.9912 -0.3357 -0.2667  C1 1.531, O3 1.382, O4 1.376, N5 1.627
3 O 1.8159 -0.2727 0.8403  C2 1.382, H12 1.020
4 O 1.5239 0.2895 -1.3703  C2 1.376, H13 1.050
5 N -0.4084 0.3917 0.1317  C2 1.627, C6 1.519, C7 1.501, C8 1.445
6 C -1.4646 0.2102 -0.9453  N5 1.519, H14 1.087, H15 1.115, H16 1.124
7 C -0.9280 -0.0526 1.4683  N5 1.501, H17 1.105, H18 1.153, H19 1.099
8 C -0.0391 1.7881 0.1842  N5 1.445, H20 1.128, H21 1.198, H22 1.037
9 H 0.5317 -2.2439 -1.5428  C1 1.097
10 H -0.2479 -1.9361 0.0725  C1 1.063
11 H 1.3698 -2.4992 -0.2344  C1 1.090
12 H 2.1772 -1.1923 1.0947  O3 1.020
13 H 2.1983 1.0285 -1.0514  O4 1.050
14 H -1.0436 0.5423 -1.8912  C6 1.087
15 H -1.8096 -0.8496 -0.9057  C6 1.115
16 H -2.3067 0.9507 -0.8649  C6 1.124
17 H -0.0670 -0.3374 2.1002  C7 1.105
18 H -1.6438 0.7813 1.8180  C7 1.153
19 H -1.5355 -0.9682 1.4841  C7 1.099
20 H 0.9324 1.9188 0.7425  C8 1.128
21 H 0.2366 2.3092 -0.8586  C8 1.198
22 H -0.8862 2.2669 0.5415  C8 1.037

How positive or negative is each atom? The natural (NBO) charges in e answer that:
1 C -0.7004
2 C 0.7168
3 O -0.7291
4 O -0.6877
5 N -0.2698
6 C -0.4298
7 C -0.4449
8 C -0.4422
9 H 0.2791
10 H 0.2136
11 H 0.2421
12 H 0.5278
13 H 0.5098
14 H 0.2506
15 H 0.2408
16 H 0.2477
17 H 0.2600
18 H 0.2477
19 H 0.2407
20 H 0.2498
21 H 0.2538
22 H 0.2236

---

[4]
ORCA calculation (ωB97M-V/def2-TZVPD) on a cluster of 2 separate species, C5H14NO2 in total.

Net charge: +1
E_LUMO: -3.41 eV
HOMO energy: -13.428 eV
Multiplicity: 1

Bonds (Å) are listed after each position.
Geometry (Å):
1 C 1.6076 -0.9179 0.6130  O2 1.404, C3 1.567, H8 1.042, H9 1.139
2 O 0.8707 -1.9617 1.1955  C1 1.404, H10 0.894
3 C 1.2642 -0.5641 -0.8741  C1 1.567, C4 1.444, H11 1.074, H12 1.166
4 C 0.1329 0.2991 -1.1218  C3 1.444, C5 1.605, H13 1.097, H14 1.159
5 C -1.1412 -0.2018 -0.2838  C4 1.605, C6 1.338, N7 1.465
6 C -1.8471 -1.3204 -0.4869  C5 1.338, H15 1.188, H16 1.142
7 N -1.4527 0.6619 0.8583  C5 1.465, H17 1.127, H18 1.010, H19 1.016
8 H 1.4901 -0.1089 1.2587  C1 1.042
9 H 2.7088 -1.0903 0.8485  C1 1.139
10 H 0.6550 -2.7302 0.7928  O2 0.894
11 H 1.0360 -1.5418 -1.2562  C3 1.074
12 H 2.2880 -0.1407 -1.2378  C3 1.166
13 H 0.2276 1.3706 -0.9063  C4 1.097
14 H -0.1062 0.2726 -2.2556  C4 1.159
15 H -1.7178 -1.9802 -1.4665  C6 1.188
16 H -2.6666 -1.6329 0.2437  C6 1.142
17 H -1.0769 1.7213 0.7745  N7 1.127
18 H -1.0716 0.2994 1.7200  N7 1.010
19 H -2.4127 0.9018 1.0901  N7 1.016
20 H -0.1982 3.0387 -0.9429  O22 0.964
21 H 0.9916 3.8118 0.0456  O22 0.942
22 O 0.3698 3.1374 -0.1698  H20 0.964, H21 0.942

How positive or negative is each atom? The natural (NBO) charges in e answer that:
1 C -0.0653
2 O -0.7470
3 C -0.4437
4 C -0.4470
5 C 0.1120
6 C -0.3545
7 N -0.7299
8 H 0.1605
9 H 0.1924
10 H 0.4825
11 H 0.2167
12 H 0.2491
13 H 0.2283
14 H 0.2475
15 H 0.2644
16 H 0.2307
17 H 0.4801
18 H 0.4513
19 H 0.4446
20 H 0.5083
21 H 0.5314
22 O -1.0125

---

[5]
ORCA calculation (ωB97M-V/def2-TZVPD) on a cluster of 2 separate species, C5H14NO2P in total.

Net charge: 0
E_LUMO (alpha / beta): -0.12 / 0.55 eV
HOMO energy (alpha / beta): -6.299 / -7.444 eV
Multiplicity: 1

Bonds (Å) are listed after each position.
Geometry (Å):
1 C -0.1783 -1.6972 0.3560  C4 1.580, H10 1.060, H11 1.253, H12 1.092
2 C 1.8633 -0.2655 1.4812  C4 1.549, H13 1.125, H14 1.141, H15 1.136
3 C 1.0111 0.3241 -1.4036  C5 1.480, H16 1.087, H17 1.056, H18 1.153
4 C 0.4282 -0.3445 0.9039  C1 1.580, C2 1.549, C5 1.491, H19 1.107
5 C 0.1445 0.5799 -0.2312  C3 1.480, C4 1.491, N6 1.397
6 N -0.2066 1.8965 0.0754  C5 1.397, H20 0.930, H22 1.019
7 O -3.7973 0.0754 0.6289  P9 1.673, H21 0.978
8 O -2.6623 1.6637 -1.1874  P9 1.717, H23 1.003
9 P -3.1558 0.0423 -0.9153  O7 1.673, O8 1.717
10 H -1.2222 -1.5341 0.2657  C1 1.060
11 H -0.0487 -2.6952 1.1018  C1 1.253
12 H 0.1682 -1.9731 -0.6422  C1 1.092
13 H 1.6454 -0.6179 2.5273  C2 1.125
14 H 2.5434 -0.9293 0.8494  C2 1.141
15 H 2.1969 0.8158 1.3791  C2 1.136
16 H 1.9579 0.8583 -1.3967  C3 1.087
17 H 0.5675 0.5196 -2.3423  C3 1.056
18 H 1.4033 -0.7283 -1.1405  C3 1.153
19 H -0.3242 -0.0586 1.6633  C4 1.107
20 H -1.0087 1.7886 0.5338  N6 0.930
21 H -3.3545 0.7555 1.1748  O7 0.978
22 H -0.2577 2.4040 -0.8066  N6 1.019
23 H -3.2750 2.0944 -1.8550  O8 1.003

How positive or negative is each atom? The natural (NBO) charges in e answer that:
1 C -0.5911
2 C -0.6267
3 C -0.7074
4 C -0.2970
5 C 0.2127
6 N -0.7907
7 O -0.9956
8 O -1.0336
9 P 0.9969
10 H 0.2130
11 H 0.1884
12 H 0.2044
13 H 0.2276
14 H 0.2109
15 H 0.2237
16 H 0.2051
17 H 0.2212
18 H 0.2230
19 H 0.1887
20 H 0.3585
21 H 0.4918
22 H 0.3752
23 H 0.5011

---

no.,maximum force (eV Å⁻¹)
1,3.2
2,3.2
3,4.3
4,5.1
5,5.1